[1]
DFT (wB97M-V/def2-TZVPD) results for a 3-piece molecular cluster, C20H34F3N2O6 overall in a non-equilibrium geometry.

Output
* energy: -1642.78646 Eh
* total charge: +1
* HOMO-LUMO gap: 0.2667 Eh

Element x y z (Å)
1 C -1.166 7.122 2.390
2 C -1.390 5.649 2.009
3 C -1.577 4.699 3.209
4 C -2.888 3.927 3.176
5 C -3.095 2.978 1.969
6 C -1.820 2.450 1.300
7 C -2.029 1.008 0.780
8 C -0.736 0.436 0.288
9 C 0.332 0.185 1.165
10 C 1.538 -0.306 0.663
11 N 1.760 -0.554 -0.606
12 N 0.735 -0.317 -1.409
13 C -0.455 0.137 -1.044
14 C -1.467 0.311 -2.168
15 F -0.923 -0.068 -3.316
16 F -2.530 -0.422 -1.946
17 F -1.823 1.570 -2.267
18 H -0.869 7.214 3.432
19 H -0.366 7.561 1.801
20 H -2.066 7.710 2.240
21 H -2.229 5.566 1.320
22 H -0.512 5.322 1.449
23 H -1.573 5.287 4.125
24 H -0.718 4.036 3.295
25 H -3.016 3.362 4.098
26 H -3.691 4.662 3.149
27 H -3.710 3.468 1.219
28 H -3.680 2.125 2.314
29 H -1.585 3.076 0.441
30 H -0.974 2.459 1.980
31 H -2.372 0.387 1.606
32 H -2.790 1.024 0.009
33 H 0.223 0.364 2.224
34 H 2.356 -0.508 1.338
35 H 0.914 -0.520 -2.388
36 C -1.894 -2.395 -5.291
37 C -2.509 -3.657 -5.860
38 O -2.565 -3.627 -7.289
39 C -1.401 -3.848 -7.906
40 O -0.349 -4.071 -7.364
41 O -1.607 -3.774 -9.215
42 C -0.435 -3.964 -10.017
43 H -2.436 -1.516 -5.644
44 H -1.937 -2.420 -4.202
45 H -0.852 -2.298 -5.596
46 H -3.545 -3.752 -5.542
47 H -1.970 -4.546 -5.534
48 H 0.051 -4.906 -9.773
49 H 0.260 -3.140 -9.869
50 H -0.778 -3.978 -11.046
51 C 3.822 -2.691 7.090
52 C 4.520 -1.590 6.323
53 O 5.296 -2.103 5.226
54 C 4.617 -2.457 4.146
55 O 3.428 -2.329 3.969
56 O 5.474 -2.969 3.262
57 C 4.856 -3.527 2.104
58 H 4.546 -3.431 7.434
59 H 3.314 -2.273 7.959
60 H 3.083 -3.198 6.472
61 H 5.247 -1.086 6.956
62 H 3.817 -0.845 5.951
63 H 4.160 -2.818 1.659
64 H 4.330 -4.446 2.357
65 H 5.651 -3.745 1.397



[2]
DFT (wB97M-V/def2-TZVPD) results for one molecule with the formula C20H34N6O3 in a non-equilibrium geometry.

Output
* energy: -1336.82549 Eh
* SMILES: CCCCCCn1c(CN2CCN(CCO)CC2)nc2c1c(=O)n(C)c(=O)n2C
* HOMO-LUMO gap: 0.3294 Eh

Element x y z (Å)
1 C -3.495 -4.194 1.206
2 C -2.649 -3.413 0.208
3 C -1.343 -4.134 -0.113
4 C -0.504 -3.423 -1.176
5 C -0.100 -1.992 -0.823
6 C 0.715 -1.922 0.470
7 N 1.270 -0.607 0.661
8 C 0.691 0.486 1.203
9 C -0.671 0.511 1.800
10 N -1.718 0.398 0.790
11 C -3.033 0.381 1.409
12 C -4.110 0.217 0.342
13 N -4.040 1.317 -0.602
14 C -5.138 1.313 -1.557
15 C -6.375 1.946 -0.911
16 O -6.064 3.204 -0.376
17 C -2.731 1.315 -1.229
18 C -1.657 1.494 -0.163
19 N 1.479 1.550 1.171
20 C 2.614 1.130 0.575
21 C 2.519 -0.212 0.238
22 C 3.592 -0.927 -0.381
23 O 3.609 -2.104 -0.690
24 N 4.688 -0.088 -0.605
25 C 5.861 -0.674 -1.232
26 C 4.811 1.259 -0.288
27 O 5.828 1.869 -0.537
28 N 3.730 1.862 0.318
29 C 3.786 3.259 0.687
30 H -4.419 -3.662 1.427
31 H -2.952 -4.337 2.138
32 H -3.751 -5.174 0.809
33 H -3.216 -3.274 -0.716
34 H -2.431 -2.427 0.620
35 H -0.759 -4.253 0.802
36 H -1.575 -5.138 -0.478
37 H 0.402 -4.007 -1.353
38 H -1.068 -3.397 -2.111
39 H -0.977 -1.352 -0.721
40 H 0.516 -1.600 -1.636
41 H 1.550 -2.623 0.414
42 H 0.087 -2.161 1.331
43 H -0.784 -0.331 2.492
44 H -0.756 1.450 2.371
45 H -3.084 -0.458 2.108
46 H -3.220 1.313 1.969
47 H -5.089 0.216 0.825
48 H -3.973 -0.751 -0.169
49 H -4.844 1.930 -2.409
50 H -5.375 0.302 -1.925
51 H -7.157 2.096 -1.659
52 H -6.774 1.287 -0.125
53 H -5.188 3.116 0.027
54 H -2.676 2.147 -1.936
55 H -2.547 0.375 -1.778
56 H -0.671 1.496 -0.633
57 H -1.803 2.464 0.340
58 H 5.638 -1.719 -1.434
59 H 6.087 -0.146 -2.158
60 H 6.719 -0.589 -0.566
61 H 3.616 3.362 1.758
62 H 4.772 3.634 0.420
63 H 3.013 3.813 0.153



[3]
DFT (wB97M-V/def2-TZVPD) results for C20H35BBr18FO2 as an isolated structure in a non-equilibrium geometry.

Output
* energy: -47390.54064 Eh
* total charge: -1
* HOMO-LUMO gap: 0.2274 Eh

Element x y z (Å)
1 C 4.605 1.089 -0.548
2 C 3.889 0.262 -1.620
3 C 2.502 -0.254 -1.167
4 C 2.139 -1.607 -1.785
5 C 0.616 -1.885 -1.878
6 C 0.202 -3.277 -1.305
7 B -0.389 -3.233 0.235
8 F 0.128 -4.425 0.953
9 C -2.036 -3.269 0.404
10 C -2.894 -3.073 -0.853
11 C -2.888 -1.615 -1.358
12 C -3.766 -0.672 -0.503
13 C -3.534 0.805 -0.857
14 C -4.429 1.788 -0.081
15 O -3.693 2.921 0.446
16 C -3.410 3.902 -0.454
17 C -1.979 4.394 -0.403
18 O -4.268 4.392 -1.221
19 H 5.511 1.575 -0.934
20 H 4.909 0.467 0.304
21 H 3.955 1.878 -0.149
22 H 3.789 0.882 -2.524
23 H 4.517 -0.593 -1.905
24 H 2.536 -0.348 -0.074
25 H 1.751 0.502 -1.427
26 H 2.593 -1.641 -2.786
27 H 2.617 -2.386 -1.191
28 H 0.304 -1.816 -2.929
29 H 0.104 -1.102 -1.302
30 H 1.121 -3.882 -1.233
31 H -0.437 -3.802 -2.029
32 H 0.117 -2.252 0.807
33 H -2.305 -4.212 0.905
34 H -2.330 -2.480 1.113
35 H -2.584 -3.751 -1.659
36 H -3.950 -3.330 -0.641
37 H -3.318 -1.604 -2.373
38 H -1.864 -1.235 -1.392
39 H -4.824 -0.942 -0.646
40 H -3.551 -0.808 0.566
41 H -2.479 1.034 -0.664
42 H -3.701 0.943 -1.934
43 H -5.230 2.170 -0.721
44 H -4.899 1.311 0.786
45 H -1.778 4.944 -1.325
46 H -1.867 5.064 0.461
47 H -1.268 3.575 -0.286
48 C 3.914 -3.658 1.985
49 Br 2.611 -2.635 2.953
50 Br 3.144 -5.229 1.201
51 Br 4.808 -2.574 0.663
52 H 4.669 -3.980 2.686
53 C -0.874 7.805 -0.220
54 Br -1.095 7.816 1.690
55 Br -0.915 9.585 -0.955
56 Br 0.725 6.871 -0.746
57 H -1.714 7.266 -0.635
58 C -6.437 6.782 -2.776
59 Br -7.185 6.328 -4.491
60 Br -5.578 8.504 -2.821
61 Br -7.761 6.695 -1.384
62 H -5.678 6.044 -2.546
63 C -1.701 1.811 3.274
64 Br -2.186 0.009 3.713
65 Br -1.225 2.830 4.843
66 Br -0.302 1.859 1.956
67 H -2.567 2.289 2.836
68 C 6.484 -6.705 -1.663
69 Br 6.853 -6.751 0.227
70 Br 6.022 -8.454 -2.329
71 Br 5.147 -5.401 -2.099
72 H 7.399 -6.412 -2.155
73 C 5.005 -2.901 6.819
74 Br 3.393 -3.943 6.765
75 Br 6.186 -3.490 8.224
76 Br 5.895 -2.883 5.115
77 H 4.726 -1.882 7.043



[4]
DFT (wB97M-V/def2-TZVPD) results for C20H35Cl2N4O3SSr as an isolated structure in a non-equilibrium geometry.

Output
* energy: -2577.30750 Eh
* total charge: -1
* HOMO-LUMO gap: 0.2248 Eh

Element x y z (Å)
1 O 0.091 -0.555 -2.891
2 C -0.979 0.210 -2.914
3 C -0.668 1.629 -3.432
4 C -0.105 2.579 -2.587
5 H 0.043 2.338 -1.527
6 C 0.174 3.858 -3.090
7 H 0.632 4.592 -2.430
8 C -0.151 4.177 -4.412
9 H 0.078 5.164 -4.819
10 C -0.754 3.216 -5.239
11 H -1.046 3.456 -6.261
12 C -0.990 1.930 -4.757
13 H -1.464 1.155 -5.370
14 H -1.599 -0.241 -3.728
15 C -2.729 -1.117 -1.613
16 C -2.028 0.198 -1.674
17 H -3.645 -1.091 -2.223
18 H -3.055 -1.379 -0.597
19 H -2.068 -1.899 -1.999
20 C -2.496 1.335 -1.118
21 C -3.925 1.542 -0.749
22 H -1.851 2.181 -0.897
23 H -4.441 2.174 -1.484
24 H -4.023 2.028 0.224
25 H -4.458 0.585 -0.684
26 Sr -1.432 -0.157 1.443
27 Cl -0.108 2.314 1.440
28 Cl -3.706 0.495 2.742
29 H 4.145 1.056 -2.251
30 H 4.338 1.711 0.246
31 C 3.088 1.252 -2.019
32 C 3.291 1.455 0.450
33 N 2.757 0.746 -0.698
34 H 2.447 0.746 -2.748
35 C 1.961 -0.330 -0.566
36 O 1.355 -0.662 0.467
37 H 3.224 0.827 1.344
38 H 1.896 -0.929 -1.493
39 H 2.914 2.335 -2.065
40 H 2.732 2.383 0.630
41 H -0.741 -5.871 0.996
42 H 1.226 -5.644 -0.789
43 C -1.296 -5.198 0.324
44 C 0.552 -4.960 -1.333
45 N -0.363 -4.324 -0.383
46 H -2.004 -4.593 0.901
47 C -0.402 -3.005 -0.179
48 O -1.170 -2.460 0.652
49 H 1.125 -4.166 -1.830
50 H 0.283 -2.420 -0.819
51 H -1.829 -5.823 -0.408
52 H -0.034 -5.539 -2.068
53 C 1.527 1.723 4.655
54 N 0.448 0.768 4.411
55 C 0.570 -0.558 4.571
56 S -0.439 -1.700 3.803
57 N 1.582 -0.973 5.397
58 C 1.650 -0.494 6.780
59 H 2.500 1.230 4.744
60 H 1.332 2.279 5.578
61 H 1.552 2.428 3.821
62 H -0.318 1.092 3.816
63 H 1.750 -1.975 5.299
64 H 1.027 -1.096 7.454
65 H 2.687 -0.576 7.115
66 H 1.338 0.551 6.839



> Look up the energy of the second one.

-1336.82549 Eh